Below is a molecular structure, C45H52CuN3O14PS2Si in a non-equilibrium geometry, with properties calculated with ωB97M-V/def2-TZVPD.

Its HOMO-LUMO gap (spin up / spin down) is 7.1 / 7.0 eV. Its multiplicity is 2. Its expectation value of S² is 0.756. The charge is -2. The energy relative to the best compared isomer or geometry (same formula, charge and spin) comes out at 0.863 eV. The LUMO energy (spin up / spin down) comes out at 3.99 / 3.99 eV. The HOMO energy (spin up / spin down) is -3.1 / -3.1 eV. The max |F| is 0.0375 hartree/bohr.

The geometry in XYZ format:
```
119
Properties=species:S:1:pos:R:3:mulliken_spin:R:1
Cu 0.059 -0.368 0.777 0.650
O -2.831 1.891 -1.952 0.000
N -1.910 1.197 -2.659 0.000
C -1.691 1.628 -3.824 0.000
C -0.638 1.031 -4.651 -0.001
C -0.774 1.170 -6.036 0.000
C 0.177 0.687 -6.909 0.000
C 1.321 0.099 -6.403 0.000
C 1.487 -0.041 -5.040 0.001
C 0.526 0.383 -4.119 -0.001
P 0.757 -0.058 -2.312 -0.006
C 2.591 -0.289 -2.304 0.001
C 3.422 0.735 -2.752 0.000
C 4.795 0.672 -2.566 0.000
C 5.358 -0.412 -1.908 -0.001
C 4.540 -1.430 -1.440 -0.001
C 3.170 -1.360 -1.624 0.004
C 0.164 -1.770 -2.756 -0.003
C 0.988 -2.719 -3.357 0.003
C 0.485 -3.953 -3.736 -0.001
C -0.860 -4.244 -3.570 0.001
C -1.693 -3.296 -2.999 -0.001
C -1.185 -2.077 -2.580 0.001
H -2.895 1.396 -1.093 0.000
H -2.269 2.461 -4.226 0.000
H -1.663 1.656 -6.422 0.000
H 0.034 0.782 -7.978 0.000
H 2.091 -0.253 -7.079 0.000
H 2.400 -0.486 -4.667 0.000
H 2.984 1.599 -3.242 0.000
H 5.429 1.475 -2.925 0.000
H 6.428 -0.456 -1.744 0.000
H 4.964 -2.275 -0.911 0.000
H 2.522 -2.119 -1.208 -0.004
H 2.037 -2.513 -3.514 0.000
H 1.151 -4.689 -4.172 0.000
H -1.255 -5.203 -3.884 0.000
H -2.745 -3.510 -2.857 0.000
H -1.831 -1.354 -2.108 0.002
O -3.362 -0.162 2.405 0.015
C -2.429 0.376 1.830 0.005
O -1.799 -0.144 0.817 0.053
C -2.032 1.775 2.253 -0.011
C -2.929 2.479 2.999 -0.003
C -2.660 3.789 3.427 0.000
C -1.450 4.379 3.096 0.000
C -0.509 3.689 2.365 0.007
C -0.742 2.332 1.891 0.013
O 0.116 1.716 1.218 0.056
N 0.730 4.379 2.099 0.000
O 0.752 5.599 2.292 0.000
O 1.702 3.763 1.716 -0.001
N -3.597 4.506 4.219 0.000
O -3.317 5.645 4.588 0.000
O -4.657 3.963 4.516 0.000
H -3.864 2.006 3.264 0.000
H -1.236 5.382 3.430 0.000
C 1.791 -3.761 4.797 0.000
C 0.558 -4.604 4.472 -0.001
C 0.962 -6.081 4.408 0.000
C -0.513 -4.413 5.547 0.000
O -0.032 -4.158 3.248 -0.019
Si 0.272 -4.421 1.656 0.035
S -0.229 -2.821 0.380 0.168
O -0.716 -5.665 1.168 -0.022
C -2.119 -5.876 1.242 0.003
C -2.550 -6.461 -0.104 0.001
C -2.366 -6.887 2.368 0.002
C -2.909 -4.599 1.526 0.008
O 1.747 -5.125 1.561 0.004
C 2.420 -5.848 0.542 -0.003
C 3.900 -5.826 0.926 0.001
C 1.885 -7.283 0.499 0.000
C 2.237 -5.181 -0.816 0.015
H 2.363 -4.210 5.611 0.000
H 1.495 -2.752 5.084 0.000
H 2.409 -3.683 3.907 0.000
H 1.361 -6.392 5.376 0.000
H 1.724 -6.212 3.645 0.000
H 0.104 -6.708 4.157 0.000
H -0.087 -4.595 6.536 0.000
H -1.346 -5.100 5.385 0.000
H -0.892 -3.391 5.502 0.000
H -2.092 -7.440 -0.259 0.000
H -2.228 -5.788 -0.898 0.000
H -3.636 -6.567 -0.142 0.000
H -1.859 -7.827 2.142 0.000
H -3.434 -7.071 2.494 0.000
H -1.958 -6.483 3.294 -0.001
H -2.697 -3.847 0.771 -0.005
H -2.618 -4.183 2.491 0.000
H -3.978 -4.821 1.533 0.000
H 4.055 -6.365 1.863 0.000
H 4.202 -4.788 1.067 0.000
H 4.515 -6.279 0.145 0.000
H 2.013 -7.769 1.468 0.000
H 2.400 -7.865 -0.269 0.000
H 0.821 -7.247 0.279 0.000
H 2.531 -4.138 -0.730 -0.006
H 1.189 -5.209 -1.113 0.004
H 2.851 -5.671 -1.575 0.000
C -1.190 1.428 6.094 0.000
C -0.211 0.852 5.107 0.000
C -0.456 -0.400 4.548 0.002
C 0.413 -0.934 3.608 -0.004
C 1.539 -0.216 3.226 -0.003
C 1.813 1.015 3.796 -0.001
C 0.941 1.540 4.739 -0.002
S 2.555 -0.837 1.890 0.004
O 2.590 -2.280 2.004 0.000
O 3.851 -0.217 2.028 0.003
O 1.857 -0.393 0.644 0.039
H -2.210 1.251 5.751 0.000
H -1.045 2.502 6.215 0.000
H -1.074 0.952 7.071 0.000
H -1.351 -0.945 4.821 0.000
H 0.233 -1.914 3.188 0.002
H 2.691 1.558 3.475 0.000
H 1.140 2.510 5.181 0.000
```

Below is a molecular structure, C45H53N13O2S2Tl, with properties calculated with ωB97M-V/def2-TZVPD.

Its HOMO-LUMO gap is 5.7 eV. The charge is -1. The LUMO energy comes out at 2.30 eV. The HOMO energy is -3.4 eV. The max |F| is 0.0064 hartree/bohr.

The geometry in XYZ format:
```
116
Properties=species:S:1:pos:R:3:nbo_charge:R:1
Tl -0.175 0.568 0.017 0.631
C 6.368 0.758 -2.096 -0.621
C 4.928 0.315 -2.097 -0.098
C 4.546 -0.931 -1.600 -0.164
C 3.227 -1.339 -1.588 -0.285
C 2.183 -0.535 -2.096 0.276
N 0.850 -0.867 -2.068 -0.735
C 0.439 -2.090 -2.464 0.185
C 1.244 -3.100 -3.056 -0.299
C 0.760 -4.357 -3.358 -0.187
C -0.567 -4.717 -3.140 -0.110
C -1.092 -6.088 -3.469 -0.617
C -1.401 -3.717 -2.660 -0.209
C -0.934 -2.453 -2.352 0.133
N -1.898 -1.502 -1.902 -0.199
C -2.779 -1.678 -0.892 -0.028
C -3.612 -0.587 -0.878 -0.355
C -3.154 0.201 -1.951 -0.052
N -2.129 -0.358 -2.574 -0.239
C 2.592 0.725 -2.578 0.061
C 3.918 1.137 -2.571 -0.216
N 1.630 1.631 -3.117 -0.153
C 1.680 2.246 -4.317 -0.041
C 0.590 3.083 -4.393 -0.352
C -0.073 2.894 -3.168 -0.045
N 0.562 2.018 -2.408 -0.268
H 7.039 -0.102 -2.076 0.209
H 6.604 1.346 -2.985 0.206
H 6.610 1.376 -1.225 0.199
H 5.306 -1.595 -1.197 0.190
H 2.956 -2.289 -1.150 0.253
H 2.285 -2.883 -3.250 0.212
H 1.444 -5.090 -3.779 0.189
H -0.290 -6.830 -3.445 0.201
H -1.854 -6.403 -2.752 0.207
H -1.544 -6.131 -4.465 0.200
H -2.461 -3.914 -2.525 0.205
H -2.728 -2.550 -0.262 0.225
H -4.396 -0.370 -0.174 0.224
H -3.512 1.165 -2.276 0.204
H 4.152 2.130 -2.945 0.202
H 2.462 2.017 -5.020 0.217
H 0.303 3.708 -5.220 0.217
H -0.995 3.327 -2.814 0.207
C 0.573 -1.087 4.623 -0.736
C 0.240 0.268 4.209 0.330
N -0.027 1.330 3.864 -0.355
H 1.572 -1.110 5.056 0.238
H 0.527 -1.723 3.738 0.297
H -0.152 -1.438 5.357 0.246
S -1.574 5.839 1.406 0.399
C -0.673 4.797 2.420 -0.448
C -0.048 3.855 1.670 -0.040
N -0.262 3.948 0.318 -0.443
C -1.048 4.939 0.044 -0.145
H -0.682 4.896 3.491 0.244
H 0.547 3.040 2.056 0.252
H -1.380 5.189 -0.953 0.214
C 4.338 4.714 0.216 -0.411
C 3.165 4.399 -0.694 -0.196
N 2.578 3.131 -0.336 -0.641
C 3.100 2.185 0.497 0.630
N 2.381 1.158 0.786 -0.656
C 2.923 0.103 1.623 -0.230
C 4.070 0.577 2.502 -0.410
C 5.061 1.322 1.625 -0.198
N 4.376 2.427 0.983 -0.468
C 5.178 3.459 0.361 -0.198
H 3.976 5.005 1.205 0.208
H 4.927 5.537 -0.193 0.206
H 3.511 4.375 -1.737 0.173
H 2.398 5.175 -0.627 0.204
H 1.613 2.978 -0.592 0.452
H 3.256 -0.725 0.991 0.217
H 2.109 -0.304 2.226 0.206
H 4.558 -0.270 2.990 0.204
H 3.700 1.255 3.277 0.200
H 5.487 0.633 0.882 0.183
H 5.885 1.737 2.212 0.186
H 5.552 3.145 -0.626 0.177
H 6.047 3.635 1.000 0.196
C -6.835 2.771 0.220 -0.624
C -6.290 3.137 1.594 -0.217
N -5.642 2.022 2.262 -0.621
C -4.374 1.619 1.962 0.314
S -3.349 2.515 0.979 -0.291
N -3.978 0.461 2.516 -0.592
C -4.796 -0.418 3.330 -0.233
C -5.695 -1.336 2.506 -0.622
H -7.294 3.640 -0.255 0.204
H -7.589 1.985 0.293 0.192
H -6.022 2.420 -0.415 0.234
H -7.093 3.482 2.250 0.182
H -5.556 3.935 1.509 0.233
H -6.260 1.321 2.638 0.383
H -3.076 0.094 2.237 0.454
H -5.377 0.181 4.038 0.175
H -4.107 -1.024 3.915 0.245
H -6.373 -0.772 1.860 0.190
H -6.296 -1.972 3.159 0.203
H -5.071 -1.971 1.879 0.235
O -2.406 -2.090 2.649 -0.695
C -1.484 -2.605 2.014 0.648
N -0.343 -2.002 1.612 -0.713
C 0.444 -2.930 0.972 0.641
O 1.589 -2.765 0.590 -0.614
C -0.313 -4.234 0.860 -0.051
C -0.023 -5.419 0.220 -0.203
C -0.977 -6.433 0.294 -0.206
C -2.170 -6.248 0.988 -0.226
C -2.451 -5.038 1.623 -0.194
C -1.499 -4.044 1.540 -0.150
H 0.896 -5.538 -0.339 0.231
H -0.795 -7.377 -0.206 0.204
H -2.893 -7.054 1.023 0.202
H -3.384 -4.876 2.150 0.216
```